(1)
{
  "formula": "H4O2",
  "method": "ωB97M-V with the def2-TZVPD basis set",
  "smiles": "O.O",
  "homo_ev": -11.0,
  "molar_mass_g_mol": 36.0,
  "e_above_lowest_ev": 0.184,
  "gap_ev": 11.75,
  "species": ["H", "H", "O", "H", "H", "O"],
  "coordinates": [[-0.687, -0.688, 0.091], [1.019, 0.728, -0.536], [1.238, -0.019, 0.090], [2.159, -0.259, -0.201], [-1.310, 0.628, 0.624], [-1.385, -0.032, -0.087]]
}

---

(2)
{
  "formula": "C14H15FeNO3S2",
  "method": "ωB97M-V with the def2-TZVPD basis set",
  "homo_ev": [-5.7, -8.3],
  "molar_mass_g_mol": 365.3,
  "s_squared": 6.160,
  "gap_ev": [5.92, 5.70],
  "multiplicity": 5,
  "species": ["S", "C", "H", "H", "H", "C", "C", "H", "C", "C", "H", "O", "C", "O", "H", "H", "H", "C", "Fe", "C", "C", "C", "H", "H", "N", "H", "C", "S", "O", "H", "C", "H", "C", "H", "H", "C"],
  "coordinates": [[-2.459, -0.442, 0.213], [0.327, -2.367, -2.149], [1.511, 1.242, 3.545], [0.560, -1.948, -5.590], [-0.789, 1.828, 0.234], [2.539, -2.946, -3.029], [1.521, -3.227, -1.903], [1.882, -0.375, 1.072], [2.048, -3.027, -4.380], [0.266, -1.730, -3.390], [2.566, -3.592, -5.169], [1.700, 1.763, -3.995], [1.539, 1.307, 2.453], [5.010, -0.412, -4.803], [1.213, -0.864, 2.633], [-0.285, -1.915, -1.342], [0.925, 2.973, 1.195], [-0.630, 1.492, 1.278], [2.447, -1.083, -3.748], [0.930, -2.199, -4.590], [-0.918, -0.856, 0.744], [1.842, 0.614, -4.106], [-1.592, 1.615, 1.802], [2.020, -3.086, -0.920], [-0.186, 0.121, 1.365], [3.559, -3.275, -2.807], [0.496, 2.306, 1.946], [-0.138, -2.337, 0.545], [3.326, -0.280, -1.114], [-0.486, -0.950, -3.533], [3.976, -0.902, -4.582], [1.261, -4.321, -1.884], [1.164, -0.076, 1.862], [2.555, 1.588, 2.165], [0.083, 2.919, 2.750], [3.110, -0.626, -2.206]]
}

---

(3)
{
  "formula": "C5H23CrN7O12",
  "method": "ωB97M-V with the def2-TZVPD basis set",
  "homo_ev": [-7.0, -7.0],
  "molar_mass_g_mol": 425.3,
  "s_squared": 6.007,
  "gap_ev": [4.02, 4.35],
  "multiplicity": 5,
  "species": ["H", "O", "H", "H", "H", "H", "C", "H", "O", "N", "O", "H", "C", "N", "H", "N", "O", "H", "C", "O", "C", "C", "H", "N", "N", "O", "O", "H", "H", "H", "H", "O", "O", "O", "H", "H", "Cr", "H", "N", "H", "H", "N", "O", "H", "O", "H", "H", "H"],
  "coordinates": [[-8.912, -0.305, -2.035], [-4.238, 2.928, -3.099], [-6.724, 0.684, -0.418], [-1.970, 3.519, -0.954], [-7.400, 0.615, 1.662], [-9.930, 0.911, -2.914], [-9.164, 0.138, -2.997], [-13.191, 5.825, -2.591], [-9.300, 2.155, -0.567], [-11.635, 4.110, -0.377], [-9.022, 4.256, -4.030], [-5.358, 5.703, 0.145], [-7.901, 0.693, -3.630], [-13.009, 5.224, -1.807], [-12.434, 3.777, 0.132], [-8.314, 2.904, -0.538], [-5.459, -1.799, 1.076], [-6.061, 4.614, 0.953], [-11.763, 4.955, -1.415], [-7.252, 2.552, -0.017], [-6.179, -0.811, 0.875], [-3.727, 3.289, -2.055], [-8.986, 4.259, -4.993], [-6.283, -0.217, -0.324], [-2.405, 3.463, -1.857], [-10.738, 5.345, -2.014], [-7.715, 1.951, -3.773], [-4.140, 4.075, -0.179], [-5.468, 3.456, -1.006], [-6.761, -0.588, 2.795], [-1.737, 3.517, -2.605], [-5.555, 5.434, 1.048], [-11.078, -0.543, 0.924], [-8.622, 6.909, -0.708], [-9.070, 6.686, 0.119], [-10.485, 0.128, 0.567], [-8.608, 5.682, -2.536], [-10.837, 3.474, -0.428], [-4.465, 3.461, -0.908], [-13.755, 4.968, -1.188], [-11.815, -0.570, 0.307], [-6.806, -0.162, 1.889], [-7.023, -0.137, -3.913], [-8.762, 3.326, -3.769], [-8.423, 4.025, -1.113], [-9.479, -0.709, -3.607], [-7.912, 7.514, -0.454], [-5.704, -0.568, -1.069]]
}

---

(4)
{
  "formula": "C20H28N2",
  "method": "ωB97M-V with the def2-TZVPD basis set",
  "smiles": "[H]/N=c1\\c2c(n(CCCCCCCC)c3ccccc13)CCC2",
  "homo_ev": -7.4,
  "molar_mass_g_mol": 296.5,
  "e_above_lowest_ev": 0.098,
  "gap_ev": 8.12,
  "species": ["H", "H", "H", "H", "C", "C", "H", "C", "H", "H", "H", "H", "N", "C", "H", "H", "H", "H", "C", "H", "C", "H", "C", "N", "H", "C", "H", "H", "H", "H", "H", "C", "C", "H", "C", "H", "C", "H", "H", "H", "C", "H", "C", "C", "C", "C", "C", "C", "C", "H"],
  "coordinates": [[1.226, 1.742, -0.766], [-1.925, 3.825, 0.793], [-2.225, 3.798, -0.947], [4.397, -2.913, -0.498], [4.286, -1.201, 0.793], [-1.650, 3.332, -0.141], [0.749, -0.161, -2.056], [-1.900, -2.325, -0.206], [0.123, 4.267, -1.036], [-2.935, -4.117, 0.285], [6.470, 0.350, 1.347], [-4.922, -2.942, 1.179], [-0.843, -0.200, -0.735], [-3.111, 1.203, 0.357], [5.524, 2.609, 1.839], [-1.051, -2.876, -0.576], [2.190, -2.841, -1.472], [0.897, -1.923, 0.439], [1.351, -1.256, -0.296], [-0.037, -1.725, -1.897], [-1.912, 1.852, -0.105], [0.221, 2.162, -2.161], [-4.103, -1.003, 0.802], [-4.181, 1.761, 0.789], [5.693, -0.782, -0.769], [-1.907, -0.925, -0.219], [0.393, 3.512, 0.536], [4.336, 1.347, 2.146], [4.230, 2.321, 0.676], [1.680, -0.360, 0.232], [5.013, -1.622, 1.492], [0.301, -0.850, -1.336], [5.008, -0.220, -0.129], [-4.942, -0.447, 1.189], [-2.972, -3.037, 0.289], [2.973, -1.284, -1.710], [-4.085, -2.379, 0.794], [6.429, 1.386, -0.079], [4.288, 0.284, -0.775], [3.184, -3.041, 0.775], [-0.140, 3.414, -0.411], [-4.138, 2.777, 0.787], [2.543, -1.945, -0.954], [-0.868, 1.159, -0.615], [3.625, -2.360, 0.043], [5.804, 0.840, 0.633], [0.233, 2.077, -1.070], [-3.032, -0.259, 0.307], [4.917, 1.838, 1.369], [3.536, -0.675, 1.384]]
}

---

(5)
{
  "formula": "C25H27OOs",
  "method": "ωB97M-V with the def2-TZVPD basis set",
  "total_charge": -1,
  "homo_ev": [-0.1, -3.4],
  "molar_mass_g_mol": 533.7,
  "s_squared": 6.053,
  "gap_ev": [2.39, 5.57],
  "multiplicity": 5,
  "species": ["C", "C", "H", "H", "H", "H", "C", "H", "C", "H", "H", "C", "C", "H", "H", "Os", "H", "H", "H", "C", "H", "C", "C", "C", "C", "C", "C", "H", "H", "C", "C", "H", "C", "O", "C", "H", "H", "C", "C", "C", "H", "C", "C", "H", "H", "H", "H", "H", "C", "H", "H", "C", "H", "C"],
  "coordinates": [[0.340, -2.748, -0.578], [0.160, -1.588, -4.625], [0.352, 1.500, 6.834], [3.126, -0.980, -1.597], [-0.015, -2.247, -3.762], [-2.284, 0.563, 0.181], [0.843, 0.452, 3.630], [1.358, 0.719, -5.243], [-0.397, 0.790, 3.023], [1.239, -1.569, -4.848], [-2.161, -0.984, -3.651], [-0.312, -2.157, 1.550], [-1.392, 1.405, 3.886], [0.159, 1.847, -4.542], [-2.225, 0.708, -4.257], [0.839, -0.439, 0.001], [-3.954, 1.685, 1.628], [1.440, 0.820, -2.586], [-0.917, -1.986, 2.439], [-2.002, 0.821, 1.199], [-1.865, 2.113, 5.864], [-0.341, -0.234, -4.375], [2.652, -0.191, -1.025], [0.283, 0.901, -5.089], [2.001, 1.201, 0.683], [1.115, -2.035, 1.484], [1.739, 0.754, -1.546], [1.789, -1.856, 2.317], [2.541, -2.667, -0.146], [-2.971, 1.444, 2.037], [1.296, 1.583, -0.482], [-1.813, -2.798, 0.023], [-1.621, -0.028, -3.709], [-0.662, -0.479, -1.635], [-2.665, 1.731, 3.353], [-2.409, 0.611, -1.771], [-3.397, 2.202, 4.014], [-1.423, 0.489, -2.264], [2.834, 0.099, 0.360], [1.525, -2.456, 0.166], [2.083, 0.424, 5.373], [1.109, 0.703, 4.967], [-0.780, -2.603, 0.294], [-0.916, 1.481, -2.271], [0.550, 2.366, -0.544], [3.491, -0.428, 1.044], [0.325, -3.107, -1.605], [1.627, -0.015, 3.033], [0.134, 1.307, 5.785], [1.911, 1.672, 1.653], [-0.155, 1.052, -6.093], [-1.095, 1.649, 5.246], [-0.333, -2.048, -5.502], [-0.757, 0.551, 1.678]]
}

---

(6)
{
  "formula": "C30H54F15NO8S4Sb2Tl",
  "method": "ωB97M-V with the def2-TZVPD basis set",
  "total_charge": -1,
  "homo_ev": -5.9,
  "molar_mass_g_mol": 1417.9,
  "e_above_lowest_ev": 1.719,
  "gap_ev": 8.14,
  "species": ["C", "H", "H", "H", "Sb", "F", "C", "C", "F", "S", "H", "F", "C", "H", "C", "C", "F", "H", "H", "F", "H", "O", "C", "H", "H", "H", "H", "H", "H", "H", "H", "C", "H", "H", "O", "F", "H", "C", "H", "H", "F", "C", "H", "H", "F", "C", "C", "C", "H", "H", "H", "C", "H", "F", "S", "H", "Tl", "H", "O", "H", "O", "H", "H", "H", "H", "H", "C", "Sb", "H", "H", "H", "C", "H", "F", "F", "C", "C", "H", "O", "H", "H", "C", "H", "H", "N", "C", "H", "F", "C", "H", "S", "O", "C", "H", "F", "C", "C", "C", "H", "C", "O", "H", "H", "C", "O", "H", "F", "C", "C", "S", "H", "F", "H", "H", "C"],
  "coordinates": [[2.522, 3.454, 0.053], [4.672, 3.529, -0.216], [-2.806, 2.607, 1.570], [4.097, 1.969, 0.406], [-1.419, -1.048, -2.705], [4.258, -0.039, -1.100], [3.433, -2.131, -0.142], [2.889, 1.857, 3.766], [0.439, -3.102, 6.344], [0.003, -4.925, 1.117], [1.342, -3.549, -4.215], [5.224, -1.043, 1.064], [-4.510, -1.642, -3.105], [1.499, 4.987, 3.189], [3.947, 3.055, 0.464], [3.352, -1.021, -1.265], [1.509, -1.206, 6.277], [-0.533, 3.773, -1.053], [-3.211, -3.580, -1.530], [3.876, -2.266, 2.229], [-1.692, 1.240, 1.508], [-0.558, -2.795, 3.562], [-3.538, -2.654, -1.057], [0.151, 1.589, 4.191], [-1.969, 4.928, 1.434], [-2.182, 3.307, -0.610], [3.174, 4.444, 2.981], [3.215, 2.074, 4.797], [-2.073, -1.285, -6.132], [-1.054, -2.918, -5.643], [-0.316, 5.303, 0.934], [-0.631, -3.962, -2.388], [-0.185, -3.556, -1.478], [-4.630, -0.739, -3.706], [0.723, -0.712, 3.463], [-4.913, -0.743, 4.795], [-3.859, 0.717, -1.773], [-0.608, -2.937, -3.511], [-5.491, -1.873, -2.664], [0.240, 0.938, -4.236], [4.856, -3.979, 0.440], [-1.308, -3.493, -4.750], [2.447, 4.459, 4.589], [1.405, 5.296, -0.283], [-3.718, -2.557, 4.715], [2.304, 2.985, -1.393], [-0.786, 3.168, 1.036], [3.943, -1.444, 1.176], [-1.631, -4.325, -2.145], [-1.957, 1.899, -3.194], [-3.583, -0.773, -5.383], [-1.776, 2.290, 1.795], [-3.141, -0.039, -0.343], [2.093, -2.834, 4.959], [-0.064, -1.639, 4.259], [1.395, -2.357, -2.908], [-0.567, -1.436, 1.056], [2.552, 0.818, 3.733], [-1.209, -4.123, 1.043], [-2.535, 2.171, -4.851], [-2.411, -0.636, 3.049], [-2.397, -3.514, -4.651], [-0.234, 3.317, 4.130], [1.361, 3.349, -1.805], [-0.635, 4.712, 2.571], [-2.942, -2.520, -0.156], [-2.589, -0.440, -5.677], [1.194, 2.218, 1.319], [2.307, 1.891, -1.478], [3.116, 3.371, -2.029], [0.997, -1.842, -4.556], [-0.400, 0.547, -5.036], [2.503, 5.383, 1.103], [3.559, -1.559, -2.481], [-3.687, -1.313, 6.498], [-1.118, 3.070, -0.454], [2.245, 4.262, 3.525], [3.145, 5.422, -0.544], [-2.692, 1.008, 4.883], [-4.242, -2.468, -3.769], [0.893, 2.699, 5.344], [0.862, -2.639, -3.820], [-0.492, 1.331, -5.807], [-0.969, -4.527, -4.921], [-1.126, -0.931, 5.206], [1.069, -2.239, 5.555], [-3.520, 1.239, -3.713], [2.144, -0.466, -1.265], [-3.846, -0.195, -1.168], [-4.577, -2.804, -0.728], [-2.390, -0.329, 4.473], [0.076, -5.989, 0.156], [2.374, 4.972, 0.101], [-2.715, 0.327, -6.459], [3.908, -4.020, -1.507], [-3.490, -1.444, -1.988], [0.567, 2.593, 4.297], [-1.793, 0.165, -4.525], [-0.942, 2.059, -0.847], [-3.762, -1.308, 5.168], [2.163, -2.658, -0.055], [3.763, 1.952, 3.111], [0.110, -0.303, -5.495], [1.763, 2.824, 3.374], [0.525, -5.246, 2.454], [-0.032, -4.840, -2.673], [5.574, -2.668, -1.135], [4.468, -3.220, -0.597], [-0.918, 4.610, 1.520], [1.745, -3.787, 1.293], [-4.847, -0.319, -0.727], [3.181, -0.378, 1.438], [-1.652, 2.340, 2.878], [4.191, 3.373, 1.482], [-2.491, 1.436, -4.033]]
}

---

(7)
{
  "formula": "CH3NO4P",
  "method": "ωB97M-V with the def2-TZVPD basis set",
  "total_charge": 1,
  "smiles": "O=[N+]=C=P(O)(O)O",
  "homo_ev": -15.7,
  "molar_mass_g_mol": 124.0,
  "e_above_lowest_ev": 0.000,
  "gap_ev": 11.23,
  "species": ["O", "H", "O", "P", "C", "H", "O", "O", "H", "N"],
  "coordinates": [[0.681, 0.266, -1.693], [0.199, -2.481, -0.906], [-2.023, 1.760, 2.053], [0.319, -0.326, -0.287], [-0.800, 0.816, 0.360], [-0.110, 0.668, -2.208], [-0.297, -1.720, -0.460], [1.588, -0.459, 0.638], [1.872, 0.240, 1.241], [-1.429, 1.237, 1.262]]
}

---

(8)
{
  "formula": "C4H11O3Pm",
  "method": "ωB97M-V with the def2-TZVPD basis set",
  "total_charge": 2,
  "homo_ev": [-18.4, -18.5],
  "molar_mass_g_mol": 252.1,
  "s_squared": 6.008,
  "gap_ev": [9.05, 9.52],
  "multiplicity": 5,
  "species": ["O", "H", "C", "H", "H", "H", "H", "H", "C", "H", "H", "O", "H", "C", "Pm", "C", "H", "O", "H"],
  "coordinates": [[2.482, 0.876, -0.085], [-1.642, -0.204, -1.478], [-1.616, -2.360, 0.141], [4.328, 1.806, 0.143], [-2.687, -2.575, 0.255], [2.093, 1.739, -0.574], [-1.038, -2.953, 0.857], [-3.136, -0.342, -0.482], [-1.841, 1.331, 0.053], [-2.483, 1.487, 0.942], [4.319, 0.235, -0.765], [-1.376, -0.985, 0.412], [-2.205, 2.028, -0.723], [-2.067, -0.083, -0.468], [0.642, 0.019, 1.233], [3.898, 0.799, 0.077], [-1.297, -2.606, -0.882], [-0.491, 1.538, 0.343], [4.118, 0.250, 1.000]]
}